Record 1
ORCA calculation (ωB97M-V/def2-TZVPD) on a 2-piece molecular cluster, C4H13N2O overall.

Structure (XYZ):
```
20
C4H13N2O (ωB97M-V/def2-TZVPD)
C 0.02670 -0.71741 1.96684
C 1.11718 -0.29991 1.32799
N 1.92916 -1.06848 0.50830
H -0.23330 -1.76471 2.05588
H -0.53631 0.00536 2.54607
H 1.39797 0.74200 1.37793
H 1.88473 -2.05869 0.70796
H 2.89708 -0.77593 0.51451
C -0.10545 -0.01151 -1.59652
O 1.21027 0.39193 -1.91121
C -0.79084 1.16936 -0.92540
N -1.94761 0.66638 -0.10916
H -0.10077 -0.85649 -0.91212
H -0.63115 -0.29082 -2.50697
H 1.81908 -0.23072 -1.49386
H -0.10133 1.65185 -0.23559
H -1.16444 1.89842 -1.63098
H -1.57625 0.03506 0.61910
H -2.60806 0.11594 -0.66319
H -2.48667 1.39836 0.36044
```

Values from the calculation:
Calculated total energy, eV: -9379.3697
Gap between HOMO and LUMO, eV: 9.54
Net charge: +1


Record 2
ORCA calculation (ωB97M-V/def2-TZVPD) on a 2-piece molecular cluster, C4H13N2O overall.

Structure (XYZ):
```
20
C4H13N2O (ωB97M-V/def2-TZVPD)
C -0.18873 -1.95777 -1.23385
C 1.19655 -1.34951 -0.93295
C 1.01314 -0.13118 -0.07370
C 1.13635 -0.05078 1.23787
N 0.64331 1.04048 2.00879
N 0.32248 1.00702 -0.76040
H -0.15613 -2.96757 -1.61650
H -0.83508 -1.40740 -1.93103
H -0.76736 -1.99366 -0.30471
H 1.77251 -2.11394 -0.41749
H 1.67483 -1.02654 -1.85964
H 1.68751 -0.83582 1.73107
H -0.30312 0.81750 2.29992
H 1.22079 1.17442 2.83041
H -0.30237 1.39991 -0.04315
H 0.97530 1.72144 -1.07590
H -0.28458 0.63386 -1.48966
H -2.98629 2.78933 0.63758
H -3.14708 1.28485 0.74189
O -2.67203 1.96535 0.25144
```

Values from the calculation:
Calculated total energy, eV: -9379.8219
Gap between HOMO and LUMO, eV: 10.58
Net charge: +1


Record 3
ORCA calculation (ωB97M-V/def2-TZVPD) on a 2-piece molecular cluster, C4H13N2O overall.

Structure (XYZ):
```
20
C4H13N2O (ωB97M-V/def2-TZVPD)
C -1.18615 1.57027 0.10086
C 0.84959 1.50058 1.42177
C 0.19393 -1.09785 -2.56116
C 0.54567 0.21487 -0.52506
N -0.26327 -1.76543 0.93267
N 0.12262 1.14360 0.25750
O -0.21285 -0.07044 -1.57232
H -1.19278 2.73441 -0.11853
H -1.78936 1.02246 -0.73064
H -1.80512 1.34087 1.05322
H 0.34060 1.25702 2.36872
H 1.97751 1.10323 1.41163
H 0.99609 2.50497 1.39760
H 0.07102 -2.16610 -2.32581
H 1.28581 -0.91726 -2.79740
H -0.47667 -0.80037 -3.39583
H 1.59391 0.07359 -0.44676
H -1.08078 -2.04816 0.29308
H -0.44783 -1.79963 1.96784
H 0.44575 -2.38087 0.70509
```

Values from the calculation:
Calculated total energy, eV: -9378.3680
Gap between HOMO and LUMO, eV: 10.82
Net charge: +1


Record 4
ORCA calculation (ωB97M-V/def2-TZVPD) on a 2-piece molecular cluster, C4H13N2O overall.

Structure (XYZ):
```
20
C4H13N2O (ωB97M-V/def2-TZVPD)
C -0.79590 -0.71580 -1.08982
C -1.93149 -0.23286 1.06642
C -0.77218 1.59732 -0.23863
C 3.06859 -0.56210 0.20375
N 0.47722 -0.30314 0.75694
N -0.65443 0.09604 0.08755
O 2.04641 0.21732 -0.30791
H 0.02957 -0.66240 -1.73818
H -0.85594 -1.73085 -0.89208
H -1.73532 -0.47904 -1.68290
H -2.04397 0.28687 2.00630
H -2.70739 -0.00879 0.33002
H -1.82567 -1.39577 1.09255
H 0.32128 2.00608 -0.31026
H -1.26316 1.62456 -1.16954
H -1.36457 2.10169 0.56630
H 3.96808 -0.09207 -0.03973
H 3.08293 -1.64555 -0.16955
H 2.92949 -0.64270 1.29995
H 0.55851 0.38336 1.49738
```

Values from the calculation:
Calculated total energy, eV: -9374.1289
Gap between HOMO and LUMO (alpha / beta), eV: 9.17 / 9.15
Net charge: +1


Record 5
ORCA calculation (ωB97M-V/def2-TZVPD) on a 2-piece molecular cluster, C4H13N2O overall.

Structure (XYZ):
```
20
C4H13N2O (ωB97M-V/def2-TZVPD)
C 0.33695 -0.85020 -0.94120
C -0.91475 -1.25774 -0.16752
C -1.83444 -0.11738 0.11936
C -3.05657 0.02835 -0.33083
N -1.19712 0.82836 1.01600
N 1.17251 0.14433 -0.17067
H 0.09200 -0.40312 -1.89579
H 0.94857 -1.73372 -1.11493
H -1.37131 -2.10362 -0.69474
H -0.54889 -1.64686 0.80054
H -3.46095 -0.73190 -0.98234
H -3.70185 0.83332 -0.02552
H 4.29866 1.68532 0.98135
H -1.40675 0.49037 1.95642
H -1.77659 1.66778 1.01362
H 0.93058 1.12167 -0.34794
H 2.19342 0.01168 -0.17538
H 0.86348 0.05172 0.81172
H 4.55274 0.97266 -0.27865
O 3.88031 1.00899 0.42650
```

Values from the calculation:
Calculated total energy, eV: -9380.0579
Gap between HOMO and LUMO, eV: 10.17
Net charge: +1


Record 6
ORCA calculation (ωB97M-V/def2-TZVPD) on a 2-piece molecular cluster, C4H13N2O overall.

Structure (XYZ):
```
20
C4H13N2O (ωB97M-V/def2-TZVPD)
C -1.82328 -1.31113 -1.67760
C -0.41356 -0.64733 -1.75969
C 0.17170 -0.19873 -0.44831
C 0.52913 1.16974 -0.46395
N 0.71575 1.99937 0.71477
N 0.05969 -1.09128 0.52174
H -1.73811 -2.36872 -1.93712
H -2.45322 -0.97849 -2.50106
H -2.35199 -1.28020 -0.69492
H -0.62007 0.14868 -2.49316
H 0.17200 -1.40508 -2.29443
H 0.86522 1.59920 -1.40379
H 1.63108 2.47047 0.74329
H 0.04243 2.77839 0.78481
H 0.55778 1.41132 1.55358
H 0.60523 -1.00337 1.38363
H 0.00302 -2.05501 0.19534
H 2.07558 0.23696 3.52725
H 0.58666 0.25652 3.39776
O 1.38495 0.26870 2.85187
```

Values from the calculation:
<S²>: 0.763
Calculated total energy, eV: -9367.2364
Gap between HOMO and LUMO (alpha / beta), eV: 11.12 / 7.50
Spin multiplicity: 2
Net charge: +2


Record 7
ORCA calculation (ωB97M-V/def2-TZVPD) on a 2-piece molecular cluster, C4H13N2O2 overall.

Structure (XYZ):
```
21
C4H13N2O2 (ωB97M-V/def2-TZVPD)
C -0.31472 0.51353 1.76505
C -0.36174 -0.97827 1.12855
C 1.02421 -1.45449 0.61559
N 1.72394 -0.65393 -0.40069
N -0.11108 1.57218 0.81176
C -1.04634 1.82871 -0.32980
O -0.86957 0.98839 -1.33363
H -1.17343 0.93026 2.36049
H 0.54504 0.41283 2.44550
H -0.93314 -0.81986 0.18830
H -0.61542 -1.72379 1.89207
H 1.67498 -1.59476 1.50596
H 1.04136 -2.48303 0.20494
H 1.44188 -1.01372 -1.32312
H 1.29374 0.25371 -0.44312
H 0.85706 1.71861 0.56334
H -2.11807 1.89555 -0.06189
H -0.74857 2.90060 -0.66543
H -0.41900 -1.41830 -2.77173
H -0.66030 -0.15881 -2.72171
O -0.23083 -0.71541 -3.43042
```

Values from the calculation:
Calculated total energy, eV: -11433.0857
Gap between HOMO and LUMO, eV: 7.20
Net charge: -1


Record 8
ORCA calculation (ωB97M-V/def2-TZVPD) on a 2-piece molecular cluster, C4H13N2O2 overall.

Structure (XYZ):
```
21
C4H13N2O2 (ωB97M-V/def2-TZVPD)
N -1.18238 1.66490 -2.16839
C -1.09645 0.20589 -2.25958
C -1.19506 -0.48948 -0.87352
N -0.10869 -0.19206 -0.00351
C 0.55021 -1.22777 0.78543
C 0.38266 -0.88856 2.39390
O 0.28153 -1.94567 3.14234
H -0.58507 2.14630 -1.49790
H -2.03965 2.01945 -1.73666
H -1.97928 -0.11968 -2.81265
H -0.17415 -0.01376 -2.78312
H -1.20658 -1.56800 -1.06515
H -2.19988 -0.26012 -0.46533
H -0.10446 0.72748 0.40266
H 1.64249 -1.11958 0.59396
H 0.27679 -2.27922 0.73241
H 1.34240 -0.24375 2.52087
H -0.48812 -0.17598 2.45737
H 2.41271 1.13744 0.13473
H 2.83683 0.98759 1.59884
O 2.63415 1.63460 0.90329
```

Values from the calculation:
Calculated total energy, eV: -11432.6156
Gap between HOMO and LUMO, eV: 6.06
Net charge: -1